Arrangement one

12
Properties=species:S:1:pos:R:3:mulliken_charge:R:1 method="wB97M-V/def2-TZVPD" spin_multiplicity=1 homo_energy_ha=-0.3377
C -2.7534 -0.1264 -0.1569 0.83
C -2.6309 1.1372 0.0542 -0.97
N 2.8916 -0.6976 0.0429 -0.53
O -2.8528 -1.2741 -0.3274 -0.38
O 1.3821 1.1829 -0.7094 -0.51
O 0.4594 -0.5499 0.7641 -0.46
S 1.3556 -0.2471 -0.6028 0.65
H 0.4095 -1.4831 0.9795 0.32
H -1.7668 1.5215 0.5591 0.27
H -3.3585 1.8370 -0.3092 0.25
H 3.3720 -1.3973 -0.5024 0.26
H 3.4922 0.0967 0.2083 0.27

***

Arrangement two

12
Properties=species:S:1:pos:R:3:mulliken_charge:R:1 method="wB97M-V/def2-TZVPD" smiles="NC(=O)C(O)(O)S" spin_multiplicity=1 homo_energy_ha=-0.3474
C -0.8764 -0.1086 0.3783 0.40
C 0.2880 0.9892 0.2617 0.60
N 1.4690 0.6083 -0.3093 -0.33
O -1.8135 0.3697 1.2213 -0.60
O -0.3952 -1.3156 0.7777 -0.52
O -0.0341 2.0551 0.8211 -0.66
S -1.8282 -0.3739 -1.2963 -0.19
H 1.5094 -0.1057 -0.9970 0.22
H -1.1006 -1.9274 1.0906 0.33
H 2.2254 1.2724 -0.3806 0.27
H -1.5402 1.2254 1.5340 0.38
H -1.0743 -1.2533 -1.6687 0.08

***

Arrangement three

12
Properties=species:S:1:pos:R:3:mulliken_charge:R:1 method="wB97M-V/def2-TZVPD" spin_multiplicity=1 homo_energy_ha="-0.2904 / -0.3004"
C 0.3113 0.2764 -0.3262 0.43
C 1.2862 -1.4069 -1.6822 -0.58
N -1.1443 1.4948 2.1479 -0.54
O 1.2234 0.8541 0.1624 -0.46
O -2.9713 0.0201 1.1844 -0.43
O 0.1477 -0.6444 -1.0748 -0.21
S -2.2500 1.2290 0.8338 0.41
H 2.2585 -0.8505 -1.5102 0.31
H 1.0716 -1.2915 -2.7444 0.25
H 1.2510 -2.4759 -1.2885 0.23
H -0.6859 0.5350 2.1675 0.30
H -0.4982 2.2598 2.1304 0.29

***

Of them, arrangement two has the highest stability.

***

Arrangement one

12
Properties=species:S:1:pos:R:3:mulliken_charge:R:1 method="wB97M-V/def2-TZVPD" spin_multiplicity=1 homo_energy_ha=-0.3641
C -0.9868 -0.2582 -0.7883 -0.34
C 1.1886 0.6033 -0.2624 -0.29
N 0.4878 -0.1861 -1.1449 -0.31
O -0.7313 -0.4663 2.9096 -0.46
O -1.1831 -0.5523 0.5458 -0.28
O 1.0988 -0.0369 1.2573 -0.40
S -0.4597 0.2692 1.7694 0.64
H -1.5750 0.5126 -1.2689 0.29
H -1.4560 -1.1310 -1.4199 0.30
H 2.2592 0.8018 -0.4171 0.24
H 0.6093 1.5876 -0.0938 0.34
H 0.7482 -1.1438 -1.0869 0.28

***

Arrangement two

12
Properties=species:S:1:pos:R:3:mulliken_charge:R:1 method="wB97M-V/def2-TZVPD" smiles="O=S(=O)=C=NO.C" spin_multiplicity=1 homo_energy_ha=-0.3869
C 0.8253 -0.7902 0.1601 -0.05
C -0.2728 1.7153 0.7173 -1.11
N 0.2125 -1.5677 0.7675 0.09
O 0.0348 -1.4913 -2.2769 -0.49
O 1.9222 0.0860 -2.3247 -0.42
O -0.7603 -2.3940 1.2138 -0.32
S 0.5838 -0.1715 -1.9700 0.73
H 0.7321 1.3911 0.8661 0.33
H -0.8806 1.4445 -0.1213 0.21
H -0.7604 1.3638 1.6758 0.31
H -0.1642 2.7741 0.8091 0.34
H -1.4724 -2.3601 0.4833 0.39

***

Of them, arrangement one has the highest stability.

***

Arrangement one

14
Properties=species:S:1:pos:R:3:mulliken_charge:R:1 method="wB97M-V/def2-TZVPD" spin_multiplicity=1 homo_energy_ha=-0.3044
C 2.8974 1.1875 -0.0368 -0.23
C 1.7239 0.9515 0.1410 -0.22
C -2.3876 1.6581 0.5455 -0.28
C 0.3749 0.8150 0.0431 -0.05
C -1.6128 -0.4205 -0.1843 0.66
C 0.5687 -1.5086 0.1348 -0.93
N -0.2363 -0.2853 0.1329 0.13
O -2.3266 -1.3898 -0.2162 -0.46
O -2.2541 0.8111 -0.4606 -0.17
H 3.8969 1.4792 -0.1976 0.41
H -2.9050 2.4186 -0.0525 0.16
H -0.0335 -2.4974 0.3323 0.28
H 0.8619 -1.7935 -0.9238 0.33
H 1.4324 -1.4260 0.7421 0.38

***

Arrangement two

14
Properties=species:S:1:pos:R:3:mulliken_charge:R:1 method="wB97M-V/def2-TZVPD" smiles=c1ccc(-n2oo2)cc1 spin_multiplicity=1 homo_energy_ha=-0.3496
C 0.1781 -0.5345 -0.9069 -0.46
C 0.8236 0.6888 -0.6640 -0.59
C -0.6161 -1.1266 0.0200 -0.34
C 0.4913 1.3991 0.4707 -0.17
C -0.9864 -0.3662 1.1676 -0.29
C -0.4438 0.9040 1.3097 0.35
N -1.0450 1.5157 2.4455 -0.06
O -0.3668 2.4698 3.2492 -0.16
O -0.4792 1.1518 3.7307 -0.14
H 0.4099 -1.0802 -1.7442 0.43
H 1.4453 1.0713 -1.3848 0.45
H -1.0500 -2.2596 0.0168 0.20
H 1.0977 2.2538 0.6688 0.40
H -1.4338 -0.9234 1.9399 0.38

***

Of them, arrangement two has the highest stability.

***

Arrangement one

15
Properties=species:S:1:pos:R:3:mulliken_charge:R:1 method="wB97M-V/def2-TZVPD" spin_multiplicity=1 charge=+1 homo_energy_ha="-0.4954 / -0.4488"
C 1.0655 -1.0458 2.1121 -0.75
C -0.8995 0.3594 -1.2811 0.20
C 0.5214 -0.2463 1.1332 1.16
C -1.4548 -0.3558 -2.3574 -0.94
C 1.0224 1.0708 0.9520 -1.34
O -0.4377 -0.7009 0.3508 -0.49
H 0.6574 -2.0971 2.4133 0.28
H 1.6725 -0.5605 2.8546 0.29
H -0.9757 1.2249 -0.7402 0.48
H -2.4832 -0.4368 -2.2522 0.35
H -1.1743 0.0554 -3.2905 0.38
H -1.0207 -1.3250 -2.2278 0.33
H 1.2863 0.9338 -0.1230 0.39
H 0.3501 1.9067 0.9851 0.30
H 1.8701 1.2174 1.4711 0.38

***

Arrangement two

15
Properties=species:S:1:pos:R:3:mulliken_charge:R:1 method="wB97M-V/def2-TZVPD" spin_multiplicity=1 charge=+1 homo_energy_ha="-0.5189 / -0.5188"
C 1.2772 -1.3970 -0.8410 -0.76
C 1.0830 0.4708 1.9405 -0.02
C 0.5452 -0.2842 -1.0236 -0.14
C -1.8967 0.2498 -0.0987 -0.88
C -0.3566 0.3621 -0.0275 0.01
O 0.0062 0.5378 1.2886 -0.07
H 1.8213 -1.8467 -1.5785 0.32
H 1.4205 -2.0711 0.0786 0.25
H 1.0078 0.6142 2.9586 0.32
H 2.0061 0.0612 1.4291 0.32
H 0.4001 0.3105 -2.0219 0.31
H -2.0184 0.3235 -1.1389 0.34
H -2.1663 1.1095 0.3929 0.39
H -2.2293 -0.8085 0.3006 0.32
H -0.3717 2.1404 -0.3727 0.29

***

Of them, arrangement two has the highest stability.